(1)
Formula: C2H5FN2S2
Source: the Open Molecules 2025 dataset
Level of theory: the ωB97M-V functional and the def2-TZVPD basis

Structure (XYZ):
```
12
Properties=species:S:1:pos:R:3:forces:R:3
F 1.210 -0.334 -1.995 0.4 0.6 -0.3
C 0.912 0.844 -1.288 1.0 0.1 0.9
C 0.413 0.367 0.059 -1.5 -1.5 -1.8
N 0.805 0.827 1.149 -0.4 0.6 1.1
S 0.034 0.266 2.580 0.6 0.3 0.3
N -0.502 -0.746 -0.116 0.3 0.3 -0.2
S -2.228 -0.599 0.005 1.2 -0.1 0.6
H 0.129 1.359 -1.840 -0.1 0.1 0.0
H 1.812 1.495 -1.154 -0.6 -0.7 -0.4
H -0.148 -1.032 2.281 -0.1 0.0 -0.2
H -0.230 -1.304 -0.920 -0.2 0.2 0.2
H -2.207 -1.142 1.240 -0.6 0.1 -0.1
```
Forces are in eV/Å.

Its LUMO energy is 0.5 eV. The calculation puts the HOMO energy at -8.90 eV. For the orbital gap, the calculation gives 9.36 eV. The relative energy (zero: lowest compared OMol25 entry of this formula, charge and spin) comes out at 38.5 kJ/mol. Its SMILES is FC/C(=N/S)NS.



(2)
Formula: C3H4O2
Source: the Open Molecules 2025 dataset
Level of theory: the ωB97M-V functional and the def2-TZVPD basis

Structure (XYZ):
```
9
Properties=species:S:1:pos:R:3:forces:R:3
C -1.351 -0.045 -0.616 -1.9 0.6 -2.1
C -0.471 -0.016 0.399 6.2 0.5 -0.6
C 1.465 -0.023 0.306 -5.8 0.1 -0.2
O -1.404 -1.093 0.315 -0.5 -1.3 0.9
O -1.412 1.030 0.376 -0.5 0.6 0.5
H -1.793 0.005 -1.626 0.9 -0.1 0.8
H 1.827 0.190 1.255 0.7 -1.0 2.0
H 1.637 0.901 -0.169 0.0 0.7 -1.6
H 1.503 -0.950 -0.240 0.8 -0.1 0.2
```
Forces are in eV/Å.

Its LUMO energy is 0.7 eV. The calculation puts the HOMO energy at -9.25 eV. For the orbital gap, the calculation gives 10.00 eV. The relative energy (zero: lowest compared OMol25 entry of this formula, charge and spin) comes out at 589.0 kJ/mol.



(3)
Formula: C6H7HgO6
Source: the Open Molecules 2025 dataset
Level of theory: the ωB97M-V functional and the def2-TZVPD basis

Structure (XYZ):
```
20
Properties=species:S:1:pos:R:3:forces:R:3
O 1.506 -0.432 0.078 2.7 3.4 1.4
O 1.050 1.793 -0.291 -0.1 0.2 0.1
C 0.972 1.881 -1.703 0.2 0.0 -0.2
C -0.348 1.181 -1.999 -0.1 0.5 -0.5
O -0.404 0.175 -0.990 -1.2 2.8 -0.5
C 0.600 0.531 0.103 0.3 1.5 1.1
H 0.979 2.938 -1.990 0.0 -0.3 0.1
H 1.823 1.367 -2.174 -0.2 0.1 0.1
H -0.383 0.719 -2.991 0.0 0.1 0.2
H -1.201 1.864 -1.877 0.2 -0.2 0.0
Hg 0.339 -1.703 -0.775 -0.5 -6.3 -3.3
O -0.168 -3.458 0.083 -0.6 -2.4 -0.5
O -0.667 -1.762 1.299 -0.2 1.6 -1.7
C -0.750 -0.595 1.961 -0.9 -1.2 2.0
C -0.179 0.664 1.424 0.1 0.3 -0.2
O -0.905 -3.780 2.221 0.0 -0.2 -1.2
C -0.625 -3.150 1.228 0.0 -0.3 3.3
H -1.183 -0.745 2.949 0.2 0.7 -0.1
H -0.966 1.421 1.276 0.1 -0.2 0.0
H 0.509 1.091 2.167 0.0 0.0 -0.2
```
Forces are in eV/Å.

The spin multiplicity is 2. Its LUMO energy (spin up / spin down) is -0.8 / -0.8 eV. The calculation puts the HOMO energy (spin up / spin down) at -7.36 / -9.89 eV. For the orbital gap (spin up / spin down), the calculation gives 6.58 / 9.11 eV. The relative energy (zero: lowest compared OMol25 entry of this formula, charge and spin) comes out at 299.3 kJ/mol.



(4)
Formula: C33H30Br2IrN4O3S2
Source: the Open Molecules 2025 dataset
Level of theory: the ωB97M-V functional and the def2-TZVPD basis

Structure (XYZ):
```
75
Properties=species:S:1:pos:R:3:forces:R:3
Ir -0.079 -0.302 0.215 0.2 -0.5 0.3
O 2.167 -2.743 -2.840 0.0 0.0 0.0
C 2.304 -1.777 -3.725 0.0 0.0 0.0
C 2.974 -2.083 -4.917 0.0 0.0 0.1
C 3.135 -1.113 -5.865 0.0 0.0 0.0
C 2.642 0.205 -5.677 0.0 0.0 0.0
C 1.996 0.530 -4.527 0.0 0.0 0.0
C 1.803 -0.445 -3.507 0.0 0.0 -0.1
C 1.134 -0.107 -2.303 0.0 0.1 0.0
O 0.903 -1.017 -1.382 -0.1 0.0 -0.1
N 0.734 1.168 -2.130 0.0 0.0 0.0
N 0.111 1.332 -0.960 0.1 0.1 -0.1
C -0.399 2.525 -0.721 0.0 0.0 0.1
C -1.173 2.827 0.414 0.0 0.0 -0.1
C -1.683 4.153 0.479 0.0 0.0 0.0
C -2.497 4.559 1.499 0.0 0.0 -0.1
C -2.835 3.638 2.498 0.0 0.0 0.0
C -2.360 2.342 2.476 0.0 0.1 0.0
C -1.520 1.906 1.451 0.1 0.0 0.1
O -1.106 0.643 1.549 -0.2 0.0 -0.1
H 1.687 -2.410 -2.055 0.0 0.0 0.0
H 3.345 -3.089 -5.053 0.0 0.0 0.0
H 3.649 -1.354 -6.786 0.0 0.0 0.0
H 2.785 0.944 -6.452 0.0 0.0 0.0
H 1.615 1.526 -4.364 0.0 0.0 0.0
H -0.218 3.282 -1.478 0.0 0.0 0.0
H -1.413 4.841 -0.312 0.0 0.0 0.0
H -2.878 5.569 1.534 0.0 0.0 0.0
H -3.485 3.944 3.308 0.0 0.0 0.0
H -2.624 1.636 3.250 0.0 0.0 0.0
S 2.032 -0.413 1.577 0.0 0.3 -0.1
C 1.453 -1.371 2.902 0.0 -0.1 0.0
N 2.073 -1.295 4.086 0.0 0.0 -0.1
C 1.501 -2.006 5.224 0.0 0.0 0.0
C 0.955 -3.343 4.776 0.0 0.0 0.0
N 0.006 -3.138 3.685 0.0 0.0 0.0
C -1.145 -4.048 3.624 0.0 0.1 0.0
C -0.685 -5.481 3.573 0.0 0.0 0.0
C 0.069 -5.923 2.488 0.0 0.0 0.0
C 0.508 -7.235 2.437 0.0 0.0 0.0
C 0.197 -8.112 3.469 0.0 0.0 0.0
C -0.555 -7.676 4.550 0.0 0.0 0.0
C -0.992 -6.359 4.603 0.0 0.0 0.0
C 0.343 -2.227 2.740 0.0 0.0 0.0
S -0.528 -2.273 1.212 -0.1 0.1 -0.1
C 3.267 -0.461 4.291 0.0 0.0 0.0
C 4.504 -1.040 3.647 0.0 0.0 0.0
C 4.871 -2.361 3.882 0.0 0.0 0.0
C 6.019 -2.882 3.309 0.0 0.0 0.0
C 6.816 -2.080 2.501 0.0 0.0 0.0
C 6.460 -0.761 2.270 0.0 0.0 0.0
C 5.303 -0.244 2.837 0.0 0.0 0.0
H 0.714 -1.398 5.681 0.0 0.0 0.0
H 2.281 -2.164 5.965 0.0 0.0 0.0
H 0.443 -3.853 5.590 0.0 0.0 0.0
H 1.759 -3.993 4.418 0.0 0.0 0.0
H -1.753 -3.777 2.763 0.0 0.0 0.0
H -1.751 -3.867 4.515 0.0 0.0 0.0
H 0.310 -5.243 1.677 0.0 0.0 0.0
H 1.089 -7.579 1.591 0.0 0.0 0.0
H 0.538 -9.138 3.427 0.0 0.0 0.0
H -0.802 -8.358 5.351 0.0 0.0 0.0
H -1.586 -6.021 5.445 0.0 0.0 0.0
H 3.395 -0.375 5.370 0.0 0.0 0.0
H 3.067 0.540 3.905 0.0 0.0 0.0
H 4.266 -2.991 4.526 0.0 0.0 0.0
H 6.303 -3.908 3.501 0.0 0.0 0.0
H 7.719 -2.483 2.062 0.0 0.0 0.0
H 7.082 -0.131 1.648 0.0 0.0 0.0
H 5.023 0.787 2.652 0.0 0.0 0.0
Br -2.016 -2.389 -2.325 0.0 0.0 0.0
C -3.723 -1.561 -1.993 0.0 0.0 0.0
Br -3.622 -0.152 -0.683 0.0 0.0 0.0
H -4.394 -2.320 -1.614 0.0 0.0 0.0
H -4.075 -1.133 -2.922 0.0 0.0 0.0
```
Forces are in eV/Å.

The spin multiplicity is 6. Its LUMO energy (spin up / spin down) is -6.0 / -8.7 eV. The calculation puts the HOMO energy (spin up / spin down) at -12.47 / -13.43 eV. As for the total charge: +2. For the orbital gap (spin up / spin down), the calculation gives 6.42 / 4.69 eV. The relative energy (zero: lowest compared OMol25 entry of this formula, charge and spin) comes out at 0.0 kJ/mol.